{
  "formula": "C32H33Cl7NO3PtS",
  "method": "ωB97M-V/def2-TZVPD",
  "largest_force_ev_per_a": 0.29,
  "e_above_lowest_kj_mol": 17.0,
  "total_charge": -1,
  "mol_weight_g_mol": 954.94,
  "spin_multiplicity": 1,
  "lumo_energy_ev": 2.22,
  "orbital_gap_ev": 6.62,
  "total_energy_ha": -5258.67243,
  "symbols": ["Pt", "Cl", "C", "C", "C", "Cl", "C", "Cl", "C", "Cl", "C", "Cl", "Cl", "C", "Cl", "H", "H", "C", "C", "C", "C", "C", "C", "C", "C", "N", "C", "C", "C", "C", "C", "C", "C", "C", "C", "C", "H", "H", "H", "H", "H", "H", "H", "H", "H", "H", "H", "H", "H", "H", "H", "H", "H", "H", "H", "H", "H", "H", "H", "H", "C", "C", "C", "C", "C", "C", "C", "S", "O", "O", "O", "H", "H", "H", "H", "H", "H", "H"],
  "positions_angstrom": [[-0.2607, 1.6861, -0.2137], [-1.7489, 2.8151, -1.8050], [-1.9918, 1.1145, -2.1807], [-1.1797, 0.3467, -1.3544], [-1.2246, -1.0246, -1.5914], [-0.1859, -2.0931, -0.7159], [-2.0820, -1.5573, -2.5632], [-2.1371, -3.2631, -2.8218], [-2.8957, -0.7323, -3.3374], [-3.9520, -1.3926, -4.5305], [-2.8446, 0.6489, -3.1519], [-3.7944, 1.7365, -4.0891], [2.8354, -3.5604, 0.4442], [4.0269, -2.4685, 1.1595], [4.8264, -3.1832, 2.5737], [3.5199, -1.5615, 1.4698], [4.7833, -2.2502, 0.4182], [4.3475, 0.3072, -2.2711], [3.9329, 0.4790, -0.8322], [4.8884, 0.6872, 0.1641], [4.4827, 0.8551, 1.4805], [5.4917, 1.1218, 2.5684], [3.1319, 0.8087, 1.8066], [2.1384, 0.5938, 0.8341], [2.5963, 0.4229, -0.4920], [0.7769, 0.5171, 1.0519], [0.1804, 0.2370, 2.3645], [0.8166, -1.0352, 2.9646], [0.1495, -1.4144, 4.2899], [-1.3287, -1.7217, 4.0490], [-2.0022, -0.4806, 3.4610], [-1.8994, 0.6715, 4.4629], [-0.4231, 0.9882, 4.7077], [0.2783, -0.2492, 5.2770], [0.2276, 1.3959, 3.3824], [-1.3107, -0.0894, 2.1511], [5.4307, 0.2178, -2.3620], [4.0290, 1.1622, -2.8707], [3.8923, -0.5842, -2.7081], [5.9416, 0.7324, -0.0923], [6.5104, 1.0563, 2.1854], [5.3898, 0.4040, 3.3856], [5.3540, 2.1198, 2.9901], [2.8622, 0.9783, 2.8366], [1.8536, 0.2390, -1.2610], [1.8841, -0.9010, 3.1357], [0.7065, -1.8437, 2.2338], [0.6489, -2.2993, 4.6976], [-1.8161, -2.0092, 4.9876], [-1.4246, -2.5639, 3.3563], [-3.0551, -0.6958, 3.2523], [-2.3938, 0.3994, 5.4029], [-2.4051, 1.5594, 4.0686], [-0.3381, 1.8204, 5.4140], [-0.1648, -0.5243, 6.2410], [1.3364, -0.0285, 5.4562], [1.2472, 1.7360, 3.5601], [-0.3042, 2.2469, 2.9561], [-1.8066, 0.7879, 1.7231], [-1.3934, -0.8985, 1.4217], [-1.0258, 4.9619, 6.6746], [-0.6928, 4.9612, 5.2066], [-1.6998, 4.9177, 4.2484], [-1.3974, 4.9152, 2.8939], [-0.0738, 4.9561, 2.4882], [0.9446, 5.0202, 3.4273], [0.6311, 5.0186, 4.7769], [0.3361, 4.7339, 0.7729], [-0.8645, 4.9910, 0.0051], [1.4802, 5.5619, 0.4939], [0.6898, 3.2798, 0.7693], [-1.9616, 4.4356, 6.8657], [-1.1373, 5.9820, 7.0502], [-0.2394, 4.4805, 7.2569], [-2.7358, 4.8673, 4.5659], [-2.1756, 4.8615, 2.1436], [1.9731, 5.0462, 3.0903], [1.4281, 5.0487, 5.5121]]
}

{
  "formula": "C24H30B2N4O3",
  "method": "ωB97M-V/def2-TZVPD",
  "largest_force_ev_per_a": 3.97,
  "smiles": "CB(O)BCCC(=O)O.c1ccncc1.c1ccncc1.c1ccncc1.c1ccncc1",
  "total_charge": 0,
  "mol_weight_g_mol": 444.15,
  "spin_multiplicity": 1,
  "lumo_energy_ev": -0.39,
  "orbital_gap_ev": 8.87,
  "total_energy_ha": -1426.95261,
  "symbols": ["C", "B", "O", "B", "C", "C", "C", "O", "O", "H", "H", "H", "H", "H", "H", "H", "H", "H", "H", "C", "C", "C", "N", "C", "C", "H", "H", "H", "H", "H", "C", "C", "C", "N", "C", "C", "H", "H", "H", "H", "H", "C", "C", "C", "N", "C", "C", "H", "H", "H", "H", "H", "C", "C", "C", "N", "C", "C", "H", "H", "H", "H", "H"],
  "positions_angstrom": [[-2.3010, -1.8931, -0.5244], [-1.0350, -1.3804, -1.3238], [0.1915, -1.5230, -0.7121], [-1.2627, -0.6530, -2.8528], [-0.0348, -0.4780, -3.8375], [0.6550, 0.8505, -3.4248], [-0.3211, 1.8876, -3.0202], [-0.5022, 2.2092, -1.9160], [-1.0030, 2.4560, -4.0235], [-2.4023, -1.2325, 0.3394], [-3.1966, -1.7921, -1.1232], [-2.1683, -2.9236, -0.2014], [0.8551, -1.8902, -1.3076], [-2.3273, -0.2230, -3.1768], [-0.2860, -0.4907, -4.8900], [0.7176, -1.2452, -3.7011], [1.3258, 1.2010, -4.1959], [1.2303, 0.6334, -2.5433], [-1.8629, 2.6838, -3.6443], [-0.1359, -7.2411, 1.0523], [-0.9103, -7.3441, -0.0912], [-1.9163, -6.4109, -0.2900], [-2.1849, -5.4201, 0.5582], [-1.4305, -5.3385, 1.6521], [-0.3984, -6.2165, 1.9458], [0.6602, -7.9492, 1.2446], [-0.7397, -8.1299, -0.8142], [-2.5452, -6.4524, -1.1730], [-1.6734, -4.5220, 2.3238], [0.1820, -6.0991, 2.8508], [2.2147, 5.1210, 0.3023], [1.3551, 4.2608, -0.3585], [0.0262, 4.6351, -0.4992], [-0.4695, 5.7820, -0.0250], [0.3736, 6.5947, 0.6098], [1.7185, 6.3156, 0.7983], [3.2596, 4.8649, 0.4291], [1.7027, 3.3188, -0.7589], [-0.6781, 3.9950, -1.0122], [-0.0593, 7.5167, 0.9845], [2.3584, 7.0151, 1.3199], [-4.3178, -4.8967, 5.7806], [-3.5214, -5.3978, 4.7647], [-2.7802, -6.5425, 5.0145], [-2.7858, -7.1880, 6.1792], [-3.5556, -6.6907, 7.1447], [-4.3383, -5.5554, 6.9985], [-4.9132, -4.0060, 5.6254], [-3.4767, -4.9139, 3.7988], [-2.1466, -6.9714, 4.2454], [-3.5388, -7.2360, 8.0823], [-4.9465, -5.1982, 7.8182], [5.1867, 8.3085, -2.3075], [6.0063, 7.6292, -3.1938], [5.5641, 6.4167, -3.6999], [4.3955, 5.8636, -3.3807], [3.6213, 6.5305, -2.5262], [3.9670, 7.7503, -1.9644], [5.4946, 9.2591, -1.8904], [6.9672, 8.0293, -3.4875], [6.1723, 5.8523, -4.3988], [2.6779, 6.0551, -2.2838], [3.2959, 8.2466, -1.2766]]
}

{
  "formula": "C3H3NS2",
  "method": "ωB97M-V/def2-TZVPD",
  "largest_force_ev_per_a": 3.22,
  "e_above_lowest_kj_mol": 171.6,
  "smiles": "C#CSC(N)=S",
  "total_charge": 0,
  "mol_weight_g_mol": 117.20,
  "spin_multiplicity": 1,
  "lumo_energy_ev": 0.29,
  "orbital_gap_ev": 9.06,
  "total_energy_ha": -967.15060,
  "symbols": ["C", "C", "S", "C", "N", "S", "H", "H", "H"],
  "positions_angstrom": [[0.3638, 0.0087, 2.1984], [0.1972, 1.0515, 1.6288], [-0.1863, 2.4091, 0.8448], [-0.4108, 1.7814, -0.9877], [-0.1043, 0.5154, -1.1278], [-1.0801, 2.7903, -2.0856], [0.1919, -0.9665, 2.5838], [0.1171, 0.1554, -2.1062], [0.0038, 0.1086, -0.1717]]
}

{
  "formula": "C23H43ClNO3",
  "method": "ωB97M-V/def2-TZVPD",
  "largest_force_ev_per_a": 1.23,
  "total_charge": 1,
  "mol_weight_g_mol": 417.05,
  "spin_multiplicity": 1,
  "lumo_energy_ev": -4.54,
  "orbital_gap_ev": 7.95,
  "total_energy_ha": -1642.60939,
  "symbols": ["C", "C", "Cl", "C", "C", "C", "C", "C", "O", "O", "C", "C", "N", "C", "C", "O", "H", "H", "H", "H", "H", "H", "H", "H", "H", "H", "H", "H", "H", "H", "H", "C", "C", "C", "C", "C", "C", "H", "H", "H", "H", "H", "H", "H", "H", "H", "H", "H", "H", "H", "H", "C", "C", "C", "C", "C", "C", "H", "H", "H", "H", "H", "H", "H", "H", "H", "H", "H", "H", "H", "H"],
  "positions_angstrom": [[-0.3517, 2.3994, 1.1385], [-1.6964, 2.3637, 0.4359], [-1.5809, 1.3241, -1.0203], [-2.8510, 1.9088, 1.3252], [-4.1650, 2.1818, 0.6351], [-4.6758, 3.4817, 0.7061], [-5.8476, 3.7959, 0.0506], [-6.3943, 5.1947, 0.1289], [-5.8603, 6.1069, -0.3851], [-7.5764, 5.2926, 0.7740], [-6.5218, 2.8257, -0.6789], [-5.9871, 1.5572, -0.7148], [-4.8348, 1.2483, -0.0702], [-4.3975, -0.1646, -0.1992], [-5.4681, -1.1107, 0.3759], [-6.2389, -1.7502, -0.6174], [0.2874, 3.1029, 0.6136], [-0.4308, 2.7536, 2.1616], [0.1398, 1.4343, 1.0962], [-1.9375, 3.3486, 0.0506], [-2.8713, 2.5031, 2.2329], [-2.7611, 0.8731, 1.6322], [-4.1265, 4.2156, 1.2692], [-7.5492, 4.7131, 1.5485], [-7.4350, 3.0253, -1.2125], [-6.4671, 0.7701, -1.2721], [-4.2572, -0.3593, -1.2553], [-3.4601, -0.3362, 0.3001], [-5.0070, -1.8426, 1.0371], [-6.1656, -0.5451, 0.9885], [-5.7190, -1.9149, -1.4088], [2.6007, -3.8283, -4.8463], [1.2265, -3.3447, -4.3927], [1.1669, -1.8399, -4.1341], [2.0902, -1.3396, -3.0222], [1.8721, -1.9952, -1.6600], [0.4859, -1.7410, -1.0780], [3.3623, -3.6560, -4.0845], [2.5830, -4.8988, -5.0522], [2.9114, -3.3171, -5.7592], [0.9216, -3.8950, -3.4979], [0.4939, -3.5908, -5.1656], [0.1332, -1.5607, -3.9049], [1.4202, -1.3109, -5.0576], [1.9557, -0.2572, -2.9202], [3.1319, -1.4836, -3.3191], [2.6166, -1.6006, -0.9631], [2.0533, -3.0710, -1.7236], [0.3122, -0.6684, -0.9686], [0.3951, -2.1991, -0.0905], [-0.3037, -2.1572, -1.7076], [3.8006, 0.8454, 1.0964], [3.6394, -0.4137, 1.9446], [4.1291, -0.2471, 3.3818], [5.6190, 0.0674, 3.5215], [6.5553, -0.9602, 2.8876], [6.4414, -2.3503, 3.5071], [4.8474, 1.1307, 0.9909], [3.4041, 0.6873, 0.0908], [3.2628, 1.6866, 1.5413], [4.1557, -1.2479, 1.4624], [2.5788, -0.6851, 1.9698], [3.8932, -1.1556, 3.9426], [3.5588, 0.5560, 3.8608], [5.8556, 0.1530, 4.5862], [5.8282, 1.0502, 3.0895], [7.5828, -0.6070, 3.0015], [6.3743, -1.0242, 1.8109], [6.6565, -2.3176, 4.5769], [7.1517, -3.0367, 3.0453], [5.4443, -2.7730, 3.3737]]
}